<1>
The following is a DFT calculation (wB97M-V/def2-TZVPD) of a structure of composition C7H11N.

Values from the calculation:
E_HOMO   -8.30 eV
LUMO level   1.06 eV
Kohn-Sham gap   9.37 eV

```
! wB97M-V def2-TZVPD RIJCOSX def2/J DEFGRID3
* xyz 0 1
C 1.1931 1.5871 1.7633
C 0.6105 0.6780 0.6449
C -0.5509 0.0750 0.8394
C -0.8012 -0.7071 -0.4567
C -0.4498 0.4912 -1.4616
C 0.9202 0.3348 -0.7732
C 0.6667 -1.2218 -0.8047
H 0.5075 2.3457 2.1127
H 1.5566 1.0307 2.7001
H 2.0563 2.0472 1.3208
H -1.3387 -0.0086 1.6384
H -1.9606 -2.5904 -0.3615
H -2.6091 -1.2169 0.3671
H -0.9808 1.4045 -1.3981
H -0.4602 0.1007 -2.4904
H 1.7437 0.7946 -1.3008
H 0.6826 -1.6631 -1.8468
H 1.1675 -1.9286 -0.0935
N -1.9534 -1.5529 -0.3994
*
```

<2>
The following is a DFT calculation (wB97M-V/def2-TZVPD) of a structure of composition C7H11N.

Values from the calculation:
E_HOMO   -8.07 eV
LUMO level   0.95 eV
Kohn-Sham gap   9.03 eV

```
! wB97M-V def2-TZVPD RIJCOSX def2/J DEFGRID3
* xyz 0 1
C -0.7388 0.2032 1.5951
C 1.0881 0.7161 0.0503
C 0.6075 0.8515 -1.3796
C 0.0681 -0.5420 -1.3513
C -1.3390 -0.7966 -0.6165
C 0.9573 -0.8123 0.0366
C -0.5161 -1.0444 0.6331
H -1.6339 0.4776 1.8752
H 0.0039 0.2442 2.5241
H 0.1547 2.0484 1.4078
H 2.1574 0.8674 0.4679
H 0.1556 1.7938 -1.9428
H 1.7019 0.8807 -2.0677
H -0.2152 -0.9564 -2.6158
H -2.0017 -1.6991 -0.8138
H -1.9053 0.0339 -0.5470
H 1.5234 -1.7691 0.2521
H -0.4811 -2.0285 1.3785
N -0.0318 1.2364 0.8964
*
```

<3>
The following is a DFT calculation (wB97M-V/def2-TZVPD) of a structure of composition C7H11N.

Values from the calculation:
E_HOMO   -8.21 eV
LUMO level   1.10 eV
Kohn-Sham gap   9.31 eV

```
! wB97M-V def2-TZVPD RIJCOSX def2/J DEFGRID3
* xyz 0 1
C 0.1271 1.4068 -0.2921
C -1.2355 0.6597 -0.0130
C -1.0446 -0.3169 1.1502
C -1.3170 -0.6669 -0.8477
C 0.7816 -0.7732 -0.2486
C 2.2082 -0.5836 0.0187
C 1.1662 0.5425 0.2764
H 0.1987 2.3411 0.2856
H 0.2343 1.6137 -1.4038
H -2.1638 1.3244 -0.0050
H -2.0310 -0.7578 1.5031
H -0.5275 0.0074 2.0358
H -2.3267 -1.1021 -0.9583
H -0.9426 -0.6823 -1.8898
H 0.7239 -0.7990 -1.3636
H 2.5932 -0.9012 0.9676
H 2.9804 -0.5828 -0.7463
H 1.1021 0.6953 1.3260
N -0.5270 -1.4249 0.2048
*
```

Stability verdict: <1>, ahead by 222.2 kJ/mol

<1>
The following is a DFT calculation (wB97M-V/def2-TZVPD) of a cluster of 2 separate species, C7H9N in total.

Values from the calculation:
E_HOMO   -8.82 eV
LUMO level   0.79 eV
Kohn-Sham gap   9.61 eV
Structure (SMILES)   C=C1N=C1C.C#CC

```
! wB97M-V def2-TZVPD RIJCOSX def2/J DEFGRID3
* xyz 0 1
C -1.5572 0.0786 -1.5961
C -1.0601 0.7429 -0.5852
N -1.0958 1.1531 0.8183
C -0.3123 1.7902 0.0021
C 0.5192 3.0022 0.0549
H -1.1882 0.3298 -2.5393
H -2.2216 -0.8038 -1.5224
H 1.5892 2.6170 0.2666
H 0.2212 3.6792 0.8768
H 0.6333 3.4041 -1.0029
C 0.1726 -1.3147 2.0758
C 0.4618 -2.0750 1.1731
C 0.8363 -2.9039 0.0016
H -0.0434 -0.4761 2.7802
H 0.0400 -2.8600 -0.7371
H 1.1766 -3.9628 0.2681
H 1.8284 -2.4007 -0.3346
*
```

<2>
The following is a DFT calculation (wB97M-V/def2-TZVPD) of an isolated molecule of C7H9N.

Values from the calculation:
E_HOMO   -9.25 eV
LUMO level   0.95 eV
Kohn-Sham gap   10.20 eV
Structure (SMILES)   C#C[C@@]1(C=C)CCN1

```
! wB97M-V def2-TZVPD RIJCOSX def2/J DEFGRID3
* xyz 0 1
C 0.0550 2.7657 0.1655
C 0.1856 1.5758 -0.1473
C 0.0216 0.1328 -0.2377
C 1.3117 -0.4094 -0.5427
C 2.4125 -0.8885 0.0683
C -0.7838 -0.4644 0.9995
C -1.9340 -0.9078 -0.0576
N -0.9965 -0.3327 -1.1395
H 0.0263 3.8703 0.0394
H 1.3828 -0.1468 -1.6129
H 3.4289 -1.0455 -0.4693
H 2.5895 -1.0264 1.1470
H -0.1277 -1.3657 1.6366
H -1.0426 0.1351 1.8851
H -3.1099 -0.4024 -0.0177
H -2.0394 -2.1305 -0.1354
H -1.3800 0.6403 -1.5813
*
```

<3>
The following is a DFT calculation (wB97M-V/def2-TZVPD) of a structure of composition C7H9N.

Values from the calculation:
E_HOMO   -8.69 eV
LUMO level   1.14 eV
Kohn-Sham gap   9.83 eV

```
! wB97M-V def2-TZVPD RIJCOSX def2/J DEFGRID3
* xyz 0 1
C -1.5438 0.6028 -0.3389
C -1.4354 -0.7328 0.4295
C 0.4513 0.3759 0.8425
C 1.8861 0.3494 0.5982
C 1.9974 -0.4448 -0.4806
C 0.5362 -0.7534 -0.7574
C -0.1255 0.7811 -0.5434
H -1.9280 1.4755 0.3027
H -2.1234 0.5340 -1.2786
H -1.8764 -1.4909 -0.1781
H -1.9347 -0.9195 1.4485
H 0.0354 0.7127 1.7115
H 2.7196 0.8206 1.3189
H 3.0545 -0.4522 -1.0014
H 0.1468 -1.4420 -1.4998
H 0.1850 1.5970 -1.1608
N -0.0450 -1.0133 0.5871
*
```

Stability verdict: <3>, ahead by 131.1 kJ/mol

<1>
The following is a DFT calculation (wB97M-V/def2-TZVPD) of a cluster of 2 separate species, C7H9N in total.

Values from the calculation:
E_HOMO   -9.59 eV
LUMO level   0.81 eV
Kohn-Sham gap   10.40 eV
Structure (SMILES)   c1ccncc1.C=C

```
! wB97M-V def2-TZVPD RIJCOSX def2/J DEFGRID3
* xyz 0 1
C 2.5666 0.9759 -0.2934
C 2.7293 -0.3558 -0.5853
C 1.8584 -1.3246 -0.1304
N 0.8317 -1.0762 0.6136
C 0.6188 0.3011 0.7484
C 1.3341 1.3528 0.2535
H 3.1908 1.6353 -0.8273
H 3.6204 -0.7039 -1.0901
H 2.2328 -2.2745 -0.0403
H -0.3382 0.1557 1.3276
H 0.9108 2.3413 0.2402
C -4.9983 -0.1763 -0.0716
C -3.7560 0.2346 -0.3674
H -5.2905 -1.0153 -0.5596
H -5.7579 0.2767 0.5612
H -3.1914 -0.0496 -1.2535
H -3.3158 1.1219 0.0226
*
```

<2>
The following is a DFT calculation (wB97M-V/def2-TZVPD) of a cluster of 2 separate species, C7H9N in total.

Values from the calculation:
E_HOMO   -9.59 eV
LUMO level   1.11 eV
Kohn-Sham gap   10.70 eV
Structure (SMILES)   C#C[C@@H](C)N=C.C#C

```
! wB97M-V def2-TZVPD RIJCOSX def2/J DEFGRID3
* xyz 0 1
C -1.3069 -1.3369 -1.3978
C -0.9766 -0.5687 -0.5409
C -0.6244 0.3690 0.5107
C -1.8553 0.6148 1.3928
N 0.4141 -0.2045 1.3329
C 1.5167 0.3710 1.4448
H -1.5750 -2.0088 -2.1570
H -0.2981 1.3174 0.0406
H -1.6205 1.3436 2.1669
H -2.1508 -0.3170 1.8656
H -2.6784 0.9879 0.7877
H 2.2695 -0.0764 2.0789
H 1.7838 1.3097 0.9427
C 1.8193 -0.8116 -1.6418
C 1.7353 -0.0869 -2.5905
H 1.8960 -1.4671 -0.8264
H 1.6511 0.5642 -3.4091
*
```

Stability verdict: <1>, ahead by 213.1 kJ/mol

<1>
The following is a DFT calculation (wB97M-V/def2-TZVPD) of an isolated molecule of C7H9N.

Values from the calculation:
E_HOMO   -5.85 eV
LUMO level   -0.79 eV
Kohn-Sham gap   5.06 eV
Structure (SMILES)   C=Cc1[nH]ccc1C

```
! wB97M-V def2-TZVPD RIJCOSX def2/J DEFGRID3
* xyz 0 1
C -1.3561 -2.1651 -1.2937
C -1.3670 -0.7815 -0.6917
C -0.3184 -0.0693 -0.2750
N 0.9061 -0.9291 -0.4818
C 2.0231 -0.3987 -0.0100
C 1.7006 0.8550 0.6286
C 0.3413 1.1218 0.4420
C -0.3943 2.1685 1.2205
H -1.6246 -2.2049 -2.3509
H -1.7921 -3.0378 -0.8372
H -2.5137 -0.6382 -0.7536
H 0.6010 -1.7757 -0.9348
H 3.0078 -0.8966 -0.1696
H 2.5179 1.4391 1.0652
H -1.3265 2.5352 0.7723
H 0.1887 3.0922 1.5676
H -0.5939 1.6850 2.1022
*
```

<2>
The following is a DFT calculation (wB97M-V/def2-TZVPD) of an isolated molecule of C7H9N.

Values from the calculation:
E_HOMO   -6.80 eV
LUMO level   -0.19 eV
Kohn-Sham gap   6.61 eV

```
! wB97M-V def2-TZVPD RIJCOSX def2/J DEFGRID3
* xyz 0 1
C -1.6958 -0.2152 -0.2997
C -0.9526 0.8992 0.2024
C 0.4843 1.2664 0.0003
C 1.6085 0.3150 -0.4963
C 1.5527 -1.0680 0.4099
C -0.9679 -1.3346 0.0945
C 0.1093 0.3572 1.2484
H -1.6122 -0.3622 -1.3871
H -2.8448 -0.0548 -0.1125
H -1.1767 1.8615 0.3363
H 0.4151 2.3782 0.0226
H 1.5875 0.0009 -1.6500
H 2.7616 0.6636 -0.3981
H 1.6062 -2.0984 -0.3201
H -0.8816 -2.1635 -0.6218
H -0.2554 0.5174 2.2656
N 0.2617 -0.9628 0.7056
*
```

<3>
The following is a DFT calculation (wB97M-V/def2-TZVPD) of a structure of composition C7H9N.

Values from the calculation:
E_HOMO   -7.29 eV
LUMO level   -0.94 eV
Kohn-Sham gap   6.35 eV

```
! wB97M-V def2-TZVPD RIJCOSX def2/J DEFGRID3
* xyz 0 1
C -0.6448 0.6615 1.6512
C 0.4973 -0.3572 1.3956
C 1.3630 -0.9997 -0.4023
C 0.6919 -0.5143 -1.7442
C -1.2111 1.0586 0.3396
C -0.2197 0.7340 -0.5080
C 0.1147 -0.7222 0.1338
H -0.1050 1.6472 1.9035
H -1.5805 0.4395 2.2719
H 0.7683 -0.9148 2.2372
H 1.7715 -1.9707 -0.4867
H 0.2459 -1.4351 -2.2322
H 1.1237 0.3106 -2.5466
H -1.8074 1.9338 0.2938
H 0.6430 1.3269 -0.6297
H -0.7204 -1.4955 -0.0863
N -0.9304 0.2974 -1.5906
*
```

<4>
The following is a DFT calculation (wB97M-V/def2-TZVPD) of a structure of composition C7H9N.

Values from the calculation:
E_HOMO   -8.37 eV
LUMO level   -0.21 eV
Kohn-Sham gap   8.15 eV

```
! wB97M-V def2-TZVPD RIJCOSX def2/J DEFGRID3
* xyz 0 1
C 0.2826 1.3955 1.4674
C -1.7296 -1.3622 -0.4273
C -0.0160 0.3044 0.4896
C 1.0198 -0.1618 -0.4118
C -1.2787 0.0091 -0.0098
C 2.2988 -0.4987 -0.3069
C 0.2270 0.3920 -1.5461
N 0.1720 0.9498 -2.5962
H -2.0821 0.6394 0.3571
H -0.6139 1.9591 1.7111
H 1.0466 2.0783 1.1022
H 0.6580 0.9341 2.3835
H 2.7090 -0.8181 0.6341
H 2.8731 -0.7157 -1.1976
H -2.4083 -1.2681 -1.2766
H -2.2719 -1.8646 0.3731
H -0.8866 -1.9727 -0.7457
*
```

Stability verdict: <4>, ahead by 178.2 kJ/mol

<1>
The following is a DFT calculation (wB97M-V/def2-TZVPD) of a structure of composition C7H9N.

Values from the calculation:
E_HOMO   -8.68 eV
LUMO level   0.95 eV
Kohn-Sham gap   9.63 eV

```
! wB97M-V def2-TZVPD RIJCOSX def2/J DEFGRID3
* xyz 0 1
C -1.0802 0.0000 0.9841
C -1.5226 0.3946 -0.8880
C -0.0753 0.0663 -0.2158
C 0.7343 -1.2370 -0.2492
C 2.0280 -0.9707 -0.1186
C 2.1244 0.4521 0.1628
C 1.0153 1.1297 -0.0022
H -0.8369 -0.5926 1.8705
H -1.4477 1.1963 0.8891
H -3.1330 -0.6426 0.6022
H -1.7819 1.4446 -0.7443
H -1.5530 0.1877 -1.9629
H 0.6680 -2.4178 -0.4532
H 3.0801 -1.4674 -0.1719
H 3.1778 1.0334 0.2627
H 0.7928 2.1550 -0.0323
N -2.1900 -0.7315 0.0670
*
```

<2>
The following is a DFT calculation (wB97M-V/def2-TZVPD) of an isolated molecule of C7H9N.

Values from the calculation:
E_HOMO   -8.41 eV
LUMO level   0.80 eV
Kohn-Sham gap   9.21 eV
Structure (SMILES)   C#CC[C@@H]1C=NCC1

```
! wB97M-V def2-TZVPD RIJCOSX def2/J DEFGRID3
* xyz 0 1
C -0.2088 1.6273 0.3099
C -1.3325 1.0930 0.4316
C -1.8199 -0.3328 0.4574
C -0.3809 -0.8733 0.3728
C 0.6228 -0.1892 1.1954
N 1.5359 0.4802 0.5063
C 1.4468 0.3305 -0.9651
C 0.2906 -0.6817 -1.1011
H 0.7170 2.0903 0.4328
H -2.1758 -0.7562 1.4079
H -2.5191 -0.7404 -0.1491
H -0.4405 -2.0130 0.6251
H 0.5666 0.2487 2.2924
H 2.5342 0.4315 -1.3328
H 0.8922 1.2050 -1.3881
H 0.5318 -1.6664 -1.2418
H -0.2606 -0.2535 -1.8537
*
```

Stability verdict: <1>, ahead by 140.7 kJ/mol